(1)
Below is a 2-piece molecular cluster, C7H14ClN5S overall, with properties calculated with ωB97M-V/def2-TZVPD.

LUMO energy (spin up / spin down) = -10.0 / -10.0 eV
energy = -38273.497 eV
HOMO (spin up / spin down) = -15.41 / -15.41 eV
HOMO-LUMO gap (spin up / spin down) = 5.4 / 5.4 eV

```
! wB97M-V def2-TZVPD RIJCOSX def2/J DEFGRID3
* xyz 2 1
C -2.9939 -1.2996 -0.0814
C -4.1853 0.8901 0.0049
C 3.7316 -1.2295 0.2286
C 3.7727 -0.3530 -1.0114
C 2.9417 -0.5071 1.3402
C 2.3396 -0.1161 -1.4268
C 1.9603 0.5799 0.8529
N -1.9222 -0.8687 -0.5657
N -3.1607 1.6558 -0.4070
N 1.5234 0.4559 -0.4470
N -4.2026 -0.4665 0.0269
N -5.3688 1.5158 0.4215
S -1.5871 0.6926 -0.7525
Cl -3.2689 -2.7880 0.5451
H 3.2558 -2.0740 -0.0815
H 4.6615 -1.3912 0.5966
H 4.2591 0.5329 -0.8097
H 4.2375 -0.7964 -1.8308
H 2.3279 -1.1388 1.8389
H 3.6939 -0.2114 2.1059
H 2.3951 0.5145 -2.2769
H 1.7514 -0.9752 -1.9065
H 0.9607 0.6625 1.3589
H 2.4625 1.5643 0.8576
H -2.9593 2.5558 -0.0366
H -5.0512 -0.8455 0.4698
H -5.5147 2.4397 0.0440
H -6.0602 1.0010 0.9421
*
```



(2)
Below is one molecule with the formula C2H3F2NO2, with properties calculated with ωB97M-V/def2-TZVPD.

LUMO energy = -0.4 eV
energy = -13139.187 eV
HOMO = -12.08 eV
HOMO-LUMO gap = 11.6 eV

```
! wB97M-V def2-TZVPD RIJCOSX def2/J DEFGRID3
* xyz 0 1
C -0.3928 0.5540 0.9109
C 0.3455 0.3160 -0.3576
F -0.3023 1.0905 -1.3857
F 1.5555 0.7583 -0.3001
N 0.1846 -1.0697 -0.7225
O -0.9371 -1.4559 -0.8929
O 1.1696 -1.7087 -0.8064
H -0.6668 1.6185 1.2210
H -1.2698 -0.1041 0.7972
H 0.3137 0.0011 1.5361
*
```



(3)
Below is C48H66N4O4S2Sb2Si2TeW as an isolated structure, with properties calculated with ωB97M-V/def2-TZVPD.

LUMO energy = -6.0 eV
energy = -124606.827 eV
HOMO = -12.75 eV
HOMO-LUMO gap = 6.8 eV

```
! wB97M-V def2-TZVPD RIJCOSX def2/J DEFGRID3
* xyz 2 1
W 0.4141 -0.1898 -0.4155
C 5.5079 -6.7294 -2.5377
C 4.4239 -5.8513 -1.9831
C 3.9753 -6.0124 -0.6721
C 2.9540 -5.2257 -0.1652
C 2.3852 -4.2622 -0.9819
C 2.7911 -4.0963 -2.3020
C 3.8169 -4.8849 -2.7887
S 1.0296 -3.2877 -0.4128
O 0.7162 -3.7196 0.9633
O -0.7599 -1.3926 -0.4625
N 1.7724 -1.6780 -0.2452
C 3.1328 -1.4316 -0.4999
C 4.1969 -2.1615 -0.0329
C 5.5033 -1.8839 -0.4867
C 5.7411 -0.8875 -1.3906
C 4.6711 -0.0781 -1.8431
C 4.8159 0.9761 -2.7701
C 3.7139 1.7004 -3.1287
C 2.4795 1.4262 -2.5231
N 2.3042 0.4583 -1.6404
C 3.3801 -0.3332 -1.3527
H 6.1052 -7.1746 -1.7441
H 6.1683 -6.1712 -3.2003
H 5.0714 -7.5426 -3.1208
H 4.4272 -6.7716 -0.0461
H 2.5906 -5.3535 0.8469
H 2.3117 -3.3543 -2.9328
H 4.1481 -4.7623 -3.8127
H 4.0425 -2.9739 0.6603
H 6.3212 -2.4887 -0.1192
H 6.7398 -0.6980 -1.7619
H 5.7893 1.1896 -3.1938
H 3.7679 2.4989 -3.8546
H 1.6306 2.0346 -2.7848
C -5.5149 -2.7381 -5.0323
C -4.2333 -2.0867 -4.6027
C -3.7974 -0.9111 -5.2160
C -2.6084 -0.3119 -4.8430
C -1.8459 -0.8953 -3.8370
C -2.2456 -2.0744 -3.2196
C -3.4389 -2.6576 -3.6082
S -0.3415 -0.1414 -3.3755
O 0.1321 0.6668 -4.4556
O 0.5146 -1.1657 -2.7956
N -0.5992 0.7933 -2.0302
C -0.5565 2.1952 -2.1003
C -1.1403 2.9627 -3.1018
C -0.9987 4.3351 -3.0256
C -0.3056 4.8981 -1.9600
C 0.2142 4.0526 -1.0014
N 0.0956 2.7219 -1.0590
H -6.2911 -1.9954 -5.2143
H -5.8750 -3.4428 -4.2846
H -5.3641 -3.2874 -5.9636
H -4.3937 -0.4675 -6.0036
H -2.2569 0.5797 -5.3450
H -1.6237 -2.5339 -2.4626
H -3.7564 -3.5808 -3.1392
H -1.6790 2.4939 -3.9115
H -1.4328 4.9660 -3.7897
H -0.1781 5.9672 -1.8724
H 0.7343 4.4527 -0.1399
C 1.8801 -2.0701 3.1021
Sb 0.2612 -0.9543 2.3256
C -1.4816 -2.0892 2.6801
C 0.0895 0.6626 3.7566
C 1.2890 0.8585 4.6293
C 1.4196 0.0883 5.7832
C 2.5227 0.2109 6.6111
C 3.5185 1.1219 6.2896
C 3.3895 1.9052 5.1542
C 2.2839 1.7926 4.3129
C 2.1789 2.6947 3.1180
Sb 2.4277 1.6908 1.2306
C 3.3134 3.3456 0.2186
C 4.2389 0.7128 1.7835
H 2.2957 -1.5598 3.9682
H 2.6288 -2.1862 2.3232
H 1.4966 -3.0531 3.3631
H -1.3481 -2.6582 3.5988
H -1.6140 -2.7696 1.8430
H -2.3366 -1.4228 2.7788
H -0.7689 0.3807 4.3692
H -0.1787 1.5558 3.1930
H 0.6354 -0.6171 6.0386
H 2.5998 -0.3930 7.5050
H 4.3830 1.2356 6.9294
H 4.1538 2.6386 4.9243
H 3.0013 3.4116 3.1219
H 1.2498 3.2644 3.0960
H 4.3720 3.3537 0.4763
H 2.8607 4.2690 0.5743
H 3.2031 3.2798 -0.8600
H 4.7348 1.3388 2.5249
H 4.8854 0.5938 0.9151
H 4.0417 -0.2616 2.2245
C -6.1125 1.1978 0.5130
Si -5.2071 0.2639 -0.8251
C -4.8935 1.3521 -2.3171
C -6.1359 -1.2813 -1.3035
C -3.5171 -0.3117 -0.1726
Te -2.2328 1.2664 0.4464
C -2.9914 1.4308 2.4377
Si -3.0987 3.2391 3.0264
C -1.3584 3.9411 2.9983
C -3.7679 3.2151 4.7636
C -4.1947 4.2257 1.8831
H -7.0833 1.5357 0.1440
H -5.5632 2.0869 0.8300
H -6.2963 0.5727 1.3900
H -5.7364 2.0236 -2.4929
H -4.7584 0.7452 -3.2149
H -4.0029 1.9760 -2.1967
H -7.1047 -1.0331 -1.7427
H -6.3205 -1.9230 -0.4395
H -5.5713 -1.8568 -2.0399
H -2.9846 -0.8120 -0.9830
H -3.5914 -1.0156 0.6576
H -2.4039 0.8255 3.1232
H -3.9889 0.9891 2.3816
H -0.7679 3.5346 3.8234
H -1.3836 5.0254 3.1234
H -0.8408 3.7329 2.0550
H -3.1515 2.6034 5.4260
H -4.7850 2.8189 4.7899
H -3.7982 4.2238 5.1809
H -3.9522 4.0799 0.8277
H -4.0760 5.2897 2.1003
H -5.2491 3.9846 2.0294
*
```



(4)
Below is a 2-piece molecular cluster, C3H6FNO2 overall, with properties calculated with ωB97M-V/def2-TZVPD.

LUMO energy = 0.2 eV
energy = -11507.994 eV
HOMO = -7.46 eV
HOMO-LUMO gap = 7.7 eV

```
! wB97M-V def2-TZVPD RIJCOSX def2/J DEFGRID3
* xyz 0 1
C 2.1684 2.2912 2.3085
C -0.7208 0.6608 -1.3107
C 0.0362 1.3095 -0.1690
N 0.1684 0.2400 0.9069
O 2.7582 1.3263 2.1272
O 1.6112 3.2333 2.5401
F -0.1403 -0.5001 -1.9479
H -0.9069 1.2058 -2.2212
H -1.6635 0.3951 -0.7691
H 1.2094 1.4288 -0.5613
H -0.6573 -0.3549 0.9644
H 0.5622 0.7764 1.6761
H 0.8364 -0.4225 0.4931
*
```



The energy relative to the best compared isomer or geometry (same formula, charge and spin) results, record by record, are as follows: 102.73, 205.78, 0.00, 318.38 kJ/mol.
The F_max results, record by record, are as follows: 0.074, 0.125, 0.009, 0.087 Eh/bohr.